[1]
C22H27NO3P2V as an isolated structure in a non-equilibrium geometry, computed with ωB97M-V with the def2-TZVPD basis set.

```
! wB97M-V def2-TZVPD RIJCOSX def2/J DEFGRID3
* xyz 2 2
C 1.3000 -3.9123 1.3386
C 0.9162 -2.8268 0.5504
C -0.3447 -2.2326 0.7857
C -1.1921 -2.7054 1.8413
C -0.7489 -3.8136 2.6179
C 0.4817 -4.3949 2.3698
C -2.4138 -2.0536 2.0285
C -2.9947 -1.2906 1.0109
C -2.1502 -0.8614 -0.0637
C -2.6712 -0.1217 -1.1476
C -4.0311 0.2032 -1.1393
C -4.8683 -0.1944 -0.0889
C -4.3746 -0.9418 0.9631
H 2.2679 -4.3764 1.1541
H -1.3986 -4.1895 3.3999
H 0.8294 -5.2364 2.9680
H -3.0607 -2.4190 2.8155
H -4.4295 0.7928 -1.9647
H -5.9234 0.0913 -0.1244
H -5.0251 -1.2808 1.7610
N -0.7775 -1.1281 0.0418
V 0.3444 0.4623 0.1090
C 1.8640 -2.2365 -0.4839
H 1.4128 -2.2036 -1.4905
H 2.8056 -2.8000 -0.5159
C -1.7488 0.3689 -2.2527
H -1.2031 -0.4611 -2.7293
H -2.3223 0.9040 -3.0181
P 2.3442 -0.4953 -0.0457
P -0.4837 1.5691 -1.6354
C -1.4891 3.0440 -1.2752
H -0.8204 3.8379 -0.9345
H -2.0104 3.3503 -2.1884
H -2.2140 2.8241 -0.4857
C 0.5122 1.9831 -3.0842
H -0.1485 2.3495 -3.8795
H 1.2261 2.7622 -2.7956
H 1.0596 1.0944 -3.4236
C 3.2025 -0.7171 1.5477
H 4.1143 -1.3037 1.3889
H 3.4283 0.2770 1.9541
H 2.5436 -1.2303 2.2579
C 3.6280 -0.0291 -1.2255
H 4.1429 0.8640 -0.8447
H 4.3355 -0.8625 -1.3327
H 3.1721 0.2101 -2.1974
C -0.5857 0.8918 1.9321
O -0.9079 2.0435 2.2090
H -0.9769 0.0069 2.5860
C 2.3194 4.4371 -0.2269
O 1.5367 3.2374 -0.4128
C 1.6609 2.2037 0.4925
O 2.3652 2.2735 1.4911
H 3.1636 4.3015 0.4587
H 1.6560 5.2199 0.1506
H 2.6824 4.7151 -1.2175
*
```

Results
- Calculated total energy: -75133.41907 eV
- Orbital gap (spin up / spin down): 6.19 / 6.67 eV

These are the Mulliken partial charges, in e, on atoms 1 to 8:
1. C -0.53
2. C 0.23
3. C 0.72
4. C 1.14
5. C -0.95
6. C -0.94
7. C -1.48
8. C 1.26


[2]
C14H25N4O3PSW as an isolated structure in a non-equilibrium geometry, computed with ωB97M-V with the def2-TZVPD basis set.

```
! wB97M-V def2-TZVPD RIJCOSX def2/J DEFGRID3
* xyz 4 1
W -0.2338 0.9290 0.8218
N 1.9831 0.7718 1.3756
C 2.8666 0.5333 0.2043
C 2.0947 -0.2805 -0.8067
O 2.5305 -0.9477 -1.6721
N 0.6301 -0.2541 -0.5296
C 0.0408 -1.5187 -0.9380
C -0.7372 -2.2989 0.0791
O -1.3209 -3.1269 0.5309
O -0.9632 -0.4123 1.4923
H 2.3565 1.5236 1.9554
H 2.0332 -0.0530 1.9846
H 3.7719 -0.0151 0.4725
H 3.1742 1.4849 -0.2290
H 0.8064 -2.2410 -1.2698
H -0.6913 -1.4073 -1.7498
C -3.7028 -0.7631 -0.7167
C -3.6825 0.7393 -0.9665
P -2.5569 1.7508 0.0418
C -2.6147 3.4848 -0.5098
C -4.0236 3.9661 -0.8968
C -3.0806 1.5612 1.8125
C -3.9392 2.6856 2.4020
H -4.5849 -1.1862 -1.1971
H -3.7627 -1.0291 0.3391
H -2.8427 -1.2472 -1.1841
H -4.6533 1.1923 -0.7240
H -3.4951 0.9755 -2.0173
H -1.9506 3.5704 -1.3751
H -2.1995 4.0853 0.3046
H -4.4042 3.4328 -1.7660
H -3.9611 5.0201 -1.1641
H -4.7333 3.8769 -0.0777
H -2.2169 1.4161 2.4768
H -3.5879 0.5908 1.8539
H -3.4458 3.6571 2.3543
H -4.1261 2.4544 3.4502
H -4.9043 2.7573 1.9035
S -0.0221 2.9107 2.2192
C 0.7286 3.6477 0.8230
N 1.2388 4.8942 0.8228
C 1.7500 5.4440 -0.3002
C 1.7619 4.7052 -1.4666
C 1.2502 3.4179 -1.4190
N 0.7377 2.9035 -0.2799
H 1.2362 5.4449 1.6849
H 2.1312 6.4575 -0.2146
H 2.1622 5.1256 -2.3811
H 1.2349 2.7798 -2.2962
*
```

Results
- Calculated total energy: -48932.74775 eV
- Orbital gap: 7.00 eV
- Relative energy (zero: lowest compared OMol25 entry of this formula, charge and spin): 79.9 kJ/mol

These are the Mulliken partial charges, in e, on atoms 1 to 8:
1. W 1.07
2. N -0.62
3. C -0.43
4. C 0.37
5. O -0.39
6. N -0.14
7. C -0.54
8. C 0.37


[3]
C27H31BeF3N4SbSi as an isolated structure, computed with ωB97M-V with the def2-TZVPD basis set.

```
! wB97M-V def2-TZVPD RIJCOSX def2/J DEFGRID3
* xyz 1 1
Be -0.8120 1.2722 0.4462
C 1.5162 2.0443 3.0861
C 1.4911 2.6570 1.7171
C 2.4196 3.5807 1.2901
C 2.3001 4.1158 0.0003
C 1.2854 3.7345 -0.8487
C 0.3661 2.7877 -0.3713
N 0.4929 2.2957 0.8981
N -0.6975 2.1728 -0.9470
Si -1.5450 2.7078 -2.3781
C -2.1057 4.4761 -2.1315
C -3.0327 1.5829 -2.5717
C -0.4714 2.5678 -3.9025
H 2.5370 1.8518 3.4149
H 0.9564 1.1069 3.1049
H 1.0653 2.7228 3.8135
H 3.2239 3.8864 1.9444
H 3.0279 4.8429 -0.3385
H 1.2036 4.1321 -1.8511
H -2.7803 4.5721 -1.2762
H -2.6427 4.8322 -3.0152
H -1.2647 5.1542 -1.9647
H -3.5057 1.2989 -1.6261
H -2.7658 0.6629 -3.0990
H -3.7980 2.0825 -3.1722
H 0.3395 3.2990 -3.9225
H -1.0710 2.7290 -4.8024
H -0.0253 1.5728 -3.9749
N -2.7934 0.0621 1.8679
N -2.2976 1.3236 1.3870
H -3.6085 0.2080 2.4538
H -2.0712 -0.3664 2.4389
H -2.2162 2.0183 2.1295
H -2.9769 1.6842 0.7198
F 0.1043 -3.9072 5.8634
C 0.0983 -3.3198 4.6618
C 1.2186 -2.6163 4.2583
C 1.2034 -2.0079 3.0124
C 0.0848 -2.1051 2.1871
C -1.0245 -2.8301 2.6212
C -1.0251 -3.4449 3.8654
Sb 0.0152 -1.0939 0.3260
C -1.0018 -2.5231 -0.8275
C -0.6880 -3.8788 -0.7284
C -1.3630 -4.8139 -1.4950
C -2.3547 -4.3706 -2.3537
F -3.0103 -5.2700 -3.0951
C -2.6965 -3.0371 -2.4695
C -2.0099 -2.1132 -1.6960
C 2.0050 -1.1995 -0.3635
C 2.9578 -0.3357 0.1751
C 4.2685 -0.3553 -0.2735
C 4.6041 -1.2451 -1.2766
F 5.8669 -1.2705 -1.7159
C 3.6827 -2.1067 -1.8419
C 2.3767 -2.0787 -1.3778
H 2.0804 -2.5621 4.9098
H 2.0891 -1.4752 2.6819
H -1.8944 -2.9378 1.9798
H -1.8697 -4.0230 4.2163
H 0.0822 -4.2172 -0.0437
H -1.1388 -5.8706 -1.4368
H -3.4851 -2.7422 -3.1491
H -2.2727 -1.0646 -1.7701
H 2.6867 0.3720 0.9510
H 5.0235 0.3041 0.1335
H 3.9928 -2.7820 -2.6283
H 1.6502 -2.7494 -1.8195
*
```

Results
- Calculated total energy: -57429.75242 eV
- Orbital gap: 8.32 eV

These are the Mulliken partial charges, in e, on atoms 1 to 8:
1. Be -0.48
2. C -1.26
3. C 0.58
4. C -0.66
5. C -0.63
6. C -0.65
7. C 0.48
8. N 0.21


[4]
A 5-piece molecular cluster, C4H12O3S overall in a non-equilibrium geometry, computed with ωB97M-V with the def2-TZVPD basis set.

```
! wB97M-V def2-TZVPD RIJCOSX def2/J DEFGRID3
* xyz 0 1
O -0.4708 -0.1513 -0.2607
C 0.6443 0.6029 0.1102
C 0.3923 1.9628 0.5076
C 1.3714 2.9306 0.2338
C 1.5300 4.1293 0.8638
S -3.6458 -3.7514 0.4045
H 0.9332 0.0937 1.0545
H -0.5886 2.2399 0.8785
H 1.5062 0.3392 -0.5464
H -3.2392 -1.7832 0.7317
H 2.1797 2.6644 -0.4388
H 0.8286 4.3465 1.6835
H 2.2870 4.8209 0.5019
H -2.7964 -4.2661 -0.4820
H -0.3578 -2.5665 -1.1166
H -2.1399 -2.8803 -1.0557
O -1.2862 -2.6360 -1.4721
H 1.8414 -2.8392 -0.3864
H -0.0860 -0.9836 -0.6198
O 1.0966 -2.2726 -0.5916
*
```

Results
- Calculated total energy: -21311.25604 eV
- Orbital gap: 3.78 eV
- Relative energy (zero: lowest compared OMol25 entry of this formula, charge and spin): 819.2 kJ/mol

These are the Mulliken partial charges, in e, on atoms 1 to 8:
1. O -0.45
2. C -0.51
3. C 0.20
4. C -0.09
5. C -0.56
6. S -0.33
7. H 0.29
8. H 0.41